# 1
79
Properties=species:S:1:pos:R:3:forces:R:3:lowdin_charge:R:1 method="wB97M-V/def2-TZVPD" charge=+1 s_squared=2.03 spin_multiplicity=3 homo_energy_ev="-8.79 / -11.31" largest_force_ev_per_a=1.1
Ti -0.273108 -0.190850 1.348655 0.1 -0.7 -0.8 0.859
C 3.485658 -1.572906 3.342555 0.1 -0.2 0.0 -0.028
O 2.384642 -2.504625 3.566298 -0.1 0.1 -0.2 0.052
C 1.327289 -1.977994 2.953405 -0.2 -0.3 0.3 -0.311
N 1.496233 -0.868805 2.302948 0.0 -0.1 0.2 0.045
C 2.913157 -0.491045 2.395923 0.0 0.1 0.1 -0.215
C 3.567583 -0.452331 1.039816 0.1 0.0 0.0 -0.191
C 4.218446 0.692457 0.610994 -0.1 0.0 -0.1 -0.028
C 4.860434 0.719279 -0.618749 0.0 0.1 0.0 -0.066
C 4.870669 -0.407818 -1.418810 0.0 -0.1 0.0 -0.080
C 4.218879 -1.561271 -0.992609 0.0 0.1 -0.1 -0.080
C 3.560771 -1.579363 0.222237 0.0 0.0 0.1 -0.038
C -0.001912 -2.556374 3.055155 -0.3 0.1 0.0 -0.166
C -0.411250 -3.729747 3.682801 0.2 0.2 0.0 0.024
C -1.759097 -4.036413 3.742518 -0.3 0.3 -0.2 -0.031
C -2.710126 -3.145803 3.184573 0.3 -0.1 0.1 0.032
C -2.256930 -2.020943 2.547061 0.2 0.2 -0.2 -0.162
N -0.918598 -1.732344 2.450479 -0.1 -0.2 0.2 -0.040
C -3.039439 -0.975509 1.851053 0.2 -0.8 0.4 -0.307
N -2.439173 -0.107718 1.118268 -0.3 0.1 0.4 0.060
C -3.475041 0.748158 0.512210 0.1 0.1 0.1 -0.214
C -4.743076 0.319975 1.278139 -0.2 -0.1 0.0 -0.026
O -4.360410 -0.906761 1.976733 0.3 0.1 -0.3 0.054
C -3.489775 0.529313 -0.973658 -0.1 0.2 -0.3 -0.194
C -3.799781 -0.712917 -1.517034 0.0 -0.1 0.1 -0.039
C -3.779547 -0.900328 -2.885160 0.0 0.1 -0.1 -0.068
C -3.443721 0.154015 -3.728612 0.0 0.0 0.0 -0.077
C -3.130336 1.392793 -3.196046 0.0 0.0 0.1 -0.070
C -3.157090 1.576769 -1.820254 0.0 0.0 0.0 -0.036
H 4.306126 -2.138449 2.898447 -0.1 0.1 0.1 0.135
H 3.778102 -1.191334 4.319202 0.0 0.0 -0.1 0.134
H 2.978092 0.503889 2.848393 0.0 -0.1 0.0 0.153
H 4.215102 1.578735 1.228759 0.0 0.1 0.1 0.118
H 5.354027 1.623683 -0.946290 0.0 0.0 0.0 0.113
H 5.391977 -0.395299 -2.366323 0.0 0.0 0.0 0.107
H 4.244655 -2.449998 -1.602539 0.0 -0.2 -0.1 0.097
H 3.045537 -2.478773 0.539226 0.0 0.0 0.0 0.120
H 0.322172 -4.385698 4.126768 0.1 0.0 0.0 0.127
H -2.091526 -4.940967 4.226529 0.0 0.0 0.0 0.111
H -3.767355 -3.344019 3.260111 -0.1 0.0 0.0 0.126
H -3.239953 1.802193 0.702526 0.0 -0.2 0.1 0.147
H -5.590178 0.086789 0.633179 0.1 0.0 0.1 0.138
H -5.037180 1.032636 2.048678 0.0 0.0 -0.1 0.135
H -4.044404 -1.547803 -0.869483 0.0 0.0 0.0 0.123
H -4.026561 -1.866641 -3.298122 0.0 -0.1 0.0 0.107
H -3.430326 0.008751 -4.799028 0.0 0.0 -0.1 0.105
H -2.866810 2.217142 -3.842080 0.0 0.0 0.0 0.110
H -2.902101 2.543981 -1.402696 0.0 0.0 0.0 0.112
O 0.019608 2.467058 -1.941416 0.0 -0.2 -0.2 -0.294
S 0.769169 2.786996 -0.756132 0.4 -0.1 0.3 0.654
O 2.182375 2.976569 -0.868563 0.0 -0.1 -0.1 -0.261
N 0.435921 1.678459 0.422134 -0.4 0.5 0.3 -0.105
C -0.198431 2.260441 1.459451 0.3 0.4 -0.2 -0.499
O -0.549846 1.561273 2.445511 0.1 0.2 -0.2 -0.047
C -0.474107 3.715300 1.284280 -0.1 -0.4 0.3 -0.133
C -1.168453 4.573049 2.121554 0.1 0.1 -0.1 0.016
C -1.331895 5.886871 1.695631 0.1 -0.2 -0.1 -0.042
C -0.809822 6.312153 0.475798 0.0 0.0 0.0 -0.042
C -0.115413 5.445911 -0.363112 0.0 0.0 0.2 -0.010
C 0.030950 4.146272 0.077022 -0.2 0.3 -0.1 -0.217
H -1.559826 4.228185 3.068313 0.0 0.0 0.0 0.128
H -1.869119 6.586948 2.316091 0.0 0.1 0.1 0.113
H -0.952231 7.339176 0.172683 0.0 0.1 0.0 0.115
H 0.288167 5.779824 -1.305505 0.0 0.0 -0.1 0.128
C 1.292673 -3.852769 -2.532468 0.0 -0.1 0.0 -0.042
N 1.227396 -2.429233 -2.734142 0.1 0.0 0.1 -0.153
C 1.820892 -1.794783 -3.904353 0.1 0.0 -0.1 -0.089
C 1.552642 -0.294754 -3.666971 0.1 0.0 -0.2 -0.096
N 0.747845 -0.321357 -2.459770 -0.2 0.1 0.4 0.060
C 0.623996 -1.539764 -1.951747 -0.2 0.2 0.2 -0.726
S -0.234029 -1.942733 -0.527682 0.1 0.0 0.1 0.743
H 2.331248 -4.179187 -2.487236 0.1 0.0 0.0 0.091
H 0.797563 -4.371031 -3.354805 0.0 0.0 0.0 0.099
H 0.796376 -4.104951 -1.598611 0.0 0.0 0.0 0.053
H 1.347199 -2.172945 -4.814020 0.0 0.0 0.0 0.128
H 2.887440 -2.025424 -3.950315 0.0 0.0 0.0 0.121
H 1.000062 0.162151 -4.486558 0.0 0.0 0.0 0.126
H 2.471734 0.269372 -3.499680 0.0 0.0 0.0 0.119
H 0.285170 0.493213 -2.071530 0.1 -0.1 -0.2 0.083

***

# 2
15
Properties=species:S:1:pos:R:3:forces:R:3:lowdin_charge:R:1 method="wB97M-V/def2-TZVPD" charge=0 homo_energy_ev=-9.44 largest_force_ev_per_a=1.6 de_lowest_ev=1.647
O 2.598625 0.595933 0.585547 0.4 0.0 0.0 -0.066
C 1.773306 -0.432468 0.059832 -0.2 -0.3 -0.2 -0.281
C 0.372993 -0.083046 0.435182 -0.1 0.2 -0.2 -0.153
C -0.471068 0.466254 -0.432812 0.3 -0.3 0.1 -0.220
C -1.771500 1.093941 -0.072148 0.1 0.3 0.1 -0.127
C -1.905883 -1.891037 0.197814 -0.2 -1.2 -1.0 0.023
O -1.810770 -2.545591 -0.728365 -0.1 0.8 1.1 0.048
H 3.516252 0.349511 0.428506 0.0 0.1 0.1 0.082
H 2.062237 -1.413973 0.467390 0.0 0.2 0.0 0.115
H 1.849548 -0.489863 -1.037592 0.0 0.1 0.2 0.115
H 0.093301 -0.192987 1.482548 0.0 0.0 -0.1 0.118
H -1.413886 2.111513 0.094716 -0.7 0.4 0.1 0.083
H -0.155690 0.613822 -1.465320 0.1 -0.1 0.1 0.115
H -2.521897 1.097136 -0.871597 0.2 -0.1 0.2 0.078
H -2.215570 0.720858 0.856296 0.2 0.0 -0.2 0.067